Record 1
Molecular formula: C7H7NO4
Method: DFT, the ωB97M-V functional and the def2-TZVPD basis

Output
Relative energy (zero: lowest compared OMol25 entry of this formula, charge and spin) in eV: 5.814
Multiplicity: 1
DFT total energy in eV: -17045.4967
SMILES string: CC1=C(O)C=CC=C([N+](=O)[O-])O1
Maximum force in Eh/bohr: 0.10964
E_LUMO in Ha: -0.0441

Last column: Mulliken charge in e.
Positions of all 19 atoms, in Å:
C 1.31 2.23 -0.07  -1.406
C 0.81 0.87 -0.10  0.805
C 1.52 -0.22 -0.07  0.531
O 2.88 -0.24 0.04  -0.610
C 1.01 -1.65 0.00  -0.472
C -0.17 -2.23 -0.02  -0.217
C -1.51 -1.61 -0.05  -0.398
C -1.73 -0.29 0.15  0.168
N -2.99 0.40 0.18  0.948
O -3.97 -0.36 0.25  -0.593
O -2.97 1.61 0.23  -0.527
O -0.72 0.70 -0.20  -0.394
H 1.37 2.75 0.85  0.270
H 0.55 2.95 -0.50  0.333
H 2.32 2.22 -0.60  0.427
H 3.10 0.76 0.06  0.278
H 1.91 -2.35 -0.23  0.202
H -0.34 -3.31 -0.15  0.292
H -2.36 -2.24 0.21  0.362

---

Record 2
Molecular formula: C7H7NO4S2
Method: DFT, the ωB97M-V functional and the def2-TZVPD basis

Output
Relative energy (zero: lowest compared OMol25 entry of this formula, charge and spin) in eV: 0.740
Multiplicity: 1
DFT total energy in eV: -38719.1924
Net charge: -2
Maximum force in Eh/bohr: 0.07856
E_LUMO in Ha: 0.2039

Last column: Mulliken charge in e.
Positions of all 21 atoms, in Å:
C -2.18 0.95 -0.87  -0.489
C -2.62 -0.32 -0.68  -0.432
C -0.77 1.28 -0.90  -0.648
C -1.65 -1.18 -0.18  -0.339
C 0.13 0.27 -0.60  -0.168
C -0.31 -1.03 -0.26  -0.058
C 3.85 -1.04 0.34  -0.414
N 3.25 0.11 -0.36  -0.423
O 5.72 0.31 -1.18  -0.689
O 0.86 -3.35 -0.98  -0.710
O 0.37 -2.99 1.44  -0.727
O 5.22 1.33 0.93  -0.695
S 0.97 -2.40 0.17  0.665
S 4.74 0.37 -0.08  0.603
H -2.74 1.69 -1.44  0.286
H -3.66 -0.72 -0.86  0.274
H -0.60 2.30 -0.98  0.434
H -1.86 -2.11 0.36  0.319
H 1.10 0.53 -0.49  0.707
H 3.24 -1.26 1.28  0.280
H 4.23 -1.91 -0.19  0.225

---

Record 3
Molecular formula: C7H7NO6S
Method: DFT, the ωB97M-V functional and the def2-TZVPD basis

Output
Relative energy (zero: lowest compared OMol25 entry of this formula, charge and spin) in eV: 1.231
Multiplicity: 1
DFT total energy in eV: -31981.3270
SMILES string: [H]/N=C\S(=O)(=O)C[C@H](/C=C/C(=O)[O-])C(=O)[O-]
Net charge: -2
Maximum force in Eh/bohr: 0.11391
E_LUMO in Ha: 0.1976

Last column: Mulliken charge in e.
Positions of all 22 atoms, in Å:
H 0.95 -1.92 3.23  0.307
N 1.28 -0.95 2.92  -0.583
C 1.34 -0.58 1.75  -0.135
S 0.54 -1.82 0.38  1.149
O 1.45 -2.06 -0.73  -0.720
O 0.19 -3.03 1.13  -0.745
C -1.10 -1.35 -0.28  -0.990
C -1.03 -0.13 -1.14  0.764
C -0.15 0.87 -0.48  -0.973
C 0.89 1.49 -1.03  -0.567
C 1.81 2.45 -0.24  0.288
O 2.16 3.44 -0.86  -0.747
O 2.22 2.02 0.86  -0.783
C -2.52 0.57 -1.11  0.449
O -3.09 0.57 0.03  -0.750
O -2.96 1.07 -2.18  -0.769
H 1.59 0.51 1.59  0.627
H -1.81 -0.98 0.56  0.346
H -1.62 -2.24 -0.69  0.426
H -0.82 -0.28 -2.26  0.253
H -0.56 0.92 0.50  0.645
H 1.24 1.44 -1.95  0.507

---

Record 4
Molecular formula: C7H7NOS
Method: DFT, the ωB97M-V functional and the def2-TZVPD basis

Output
Relative energy (zero: lowest compared OMol25 entry of this formula, charge and spin) in eV: 3.934
Multiplicity: 1
DFT total energy in eV: -21740.3481
Maximum force in Eh/bohr: 0.07692
E_LUMO in Ha: 0.0040

Last column: Mulliken charge in e.
Positions of all 17 atoms, in Å:
C -1.43 2.63 0.37  -0.739
C -0.48 1.87 0.08  0.138
C 1.87 -0.82 -0.85  -0.234
C 2.26 -0.67 0.38  -0.308
C -2.06 -0.70 0.32  0.690
C 0.73 -0.01 -1.29  -0.561
C 0.26 0.79 -0.02  0.054
N -2.71 0.21 0.88  -0.573
O -1.82 -1.64 -0.33  -0.381
S 1.35 0.40 1.40  -0.193
H -1.83 3.60 0.12  0.364
H 2.28 -1.57 -1.63  0.264
H 3.06 -1.26 0.87  0.327
H 0.69 0.58 -2.25  0.339
H -0.04 -0.65 -1.67  0.228
H -2.19 1.61 0.93  0.326
H -3.71 0.24 0.75  0.258

---

Record 5
Molecular formula: C7H7O2
Method: DFT, the ωB97M-V functional and the def2-TZVPD basis

Output
Relative energy (zero: lowest compared OMol25 entry of this formula, charge and spin) in eV: 5.792
Multiplicity: 1
DFT total energy in eV: -11462.9717
Net charge: -1
Maximum force in Eh/bohr: 0.07539
E_LUMO (alpha / beta) in Ha: 0.1217 / 0.1217

Last column: Mulliken charge in e.
Positions of all 16 atoms, in Å:
C 2.69 3.07 0.19  -0.261
C 2.36 1.91 0.20  -0.637
C 2.07 -1.59 0.14  0.363
C 0.15 -0.06 -1.04  -0.662
C -0.20 -0.08 0.42  0.123
C 1.19 -0.35 -0.02  0.506
C -1.03 -1.21 0.97  -1.382
O 1.34 -2.52 -0.28  -0.669
O 3.19 -1.58 0.59  -0.675
H 3.07 4.06 0.25  0.369
H -0.18 -0.88 -1.66  0.244
H 0.19 0.89 -1.56  0.310
H -0.38 0.88 0.90  0.399
H -0.89 -1.31 2.05  0.309
H -0.72 -2.14 0.50  0.309
H -2.10 -1.05 0.77  0.354

---

Record 6
Molecular formula: C7H7O2S2
Method: DFT, the ωB97M-V functional and the def2-TZVPD basis

Output
Relative energy (zero: lowest compared OMol25 entry of this formula, charge and spin) in eV: 0.517
Multiplicity: 1
DFT total energy in eV: -33135.9061
Net charge: -1
Maximum force in Eh/bohr: 0.05814
E_LUMO (alpha / beta) in Ha: 0.1122 / 0.0790

Last column: Mulliken charge in e.
Positions of all 18 atoms, in Å:
C -0.18 1.78 -0.74  -0.567
C -0.75 1.76 0.55  -0.311
C 0.68 0.78 -1.11  -0.290
C -0.31 0.83 1.45  -0.427
C 1.06 -0.26 -0.26  0.827
C 0.62 -0.11 1.08  -0.430
C 2.06 -1.35 -0.63  -1.270
O -4.91 -1.76 -0.07  -0.546
O -3.84 -0.45 1.78  -0.549
S -4.15 0.94 -0.75  -0.478
S -3.95 -0.72 0.30  0.584
H -0.64 2.24 -1.55  0.327
H -1.57 2.34 0.80  0.486
H 1.04 0.69 -2.11  0.343
H -0.64 0.76 2.45  0.391
H 1.84 -1.82 -1.70  0.283
H 3.12 -0.96 -0.53  0.243
H 2.07 -2.13 0.07  0.384

---

Record 7
Molecular formula: C7H8
Method: DFT, the ωB97M-V functional and the def2-TZVPD basis

Output
Relative energy (zero: lowest compared OMol25 entry of this formula, charge and spin) in eV: 7.797
Multiplicity: 1
DFT total energy in eV: -7380.9503
Maximum force in Eh/bohr: 0.01132
E_LUMO (alpha / beta) in Ha: -0.0103 / -0.0103

Last column: Mulliken charge in e.
Positions of all 15 atoms, in Å:
C 0.15 1.43 0.65  -1.347
C -0.06 0.23 -0.23  0.911
C -1.32 -0.61 -0.10  -0.629
C -0.32 -1.26 0.75  -0.240
C -0.18 -1.76 2.01  -0.355
C 0.59 0.25 -1.52  -0.956
C 1.13 0.27 -2.59  0.117
H -0.13 2.34 0.10  0.379
H -0.45 1.35 1.55  0.389
H 1.20 1.53 0.94  0.303
H 0.69 -1.15 0.17  0.259
H -2.14 -0.13 0.44  0.255
H -1.64 -1.11 -1.01  0.301
H 0.84 -1.65 2.39  0.168
H 1.63 0.27 -3.54  0.445

---

Record 8
Molecular formula: C7H8
Method: DFT, the ωB97M-V functional and the def2-TZVPD basis

Output
Relative energy (zero: lowest compared OMol25 entry of this formula, charge and spin) in eV: 3.867
Multiplicity: 1
DFT total energy in eV: -7384.8800
SMILES string: C#CC[C@H](C)C#C
Maximum force in Eh/bohr: 0.00917
E_LUMO in Ha: 0.0379

Last column: Mulliken charge in e.
Positions of all 15 atoms, in Å:
C 2.84 0.76 -0.01  0.035
C 1.73 0.96 -0.42  -0.407
C 0.28 0.98 -0.69  -0.767
C -0.31 -0.08 0.28  0.562
C -0.13 -1.50 -0.28  -1.335
C -1.69 0.19 0.70  -0.970
C -2.78 0.41 1.17  0.049
H 3.81 0.56 0.39  0.384
H 0.08 0.70 -1.73  0.303
H -0.15 1.97 -0.51  0.376
H 0.29 0.00 1.19  0.245
H -0.87 -1.72 -1.07  0.359
H 0.87 -1.60 -0.71  0.357
H -0.25 -2.24 0.51  0.366
H -3.72 0.59 1.64  0.444

---

Record 9
Molecular formula: C7H8
Method: DFT, the ωB97M-V functional and the def2-TZVPD basis

Output
Relative energy (zero: lowest compared OMol25 entry of this formula, charge and spin) in eV: 6.201
Multiplicity: 1
DFT total energy in eV: -7382.5465
Maximum force in Eh/bohr: 0.00971
E_LUMO in Ha: -0.0033

Last column: Mulliken charge in e.
Positions of all 15 atoms, in Å:
C 0.43 1.61 -0.02  -1.545
C 0.23 0.12 -0.18  1.192
C -0.95 -0.39 -0.90  -0.852
C -0.89 -0.59 0.65  -0.023
C -1.89 0.22 1.24  -0.989
C 1.44 -0.67 -0.27  -0.895
C 2.46 -1.31 -0.34  0.234
H 0.96 2.01 -0.89  0.365
H -0.54 2.10 0.09  0.434
H 1.03 1.81 0.88  0.327
H -0.63 -1.61 0.94  0.453
H -1.67 0.33 -1.27  0.337
H -0.87 -1.32 -1.46  0.305
H -2.46 -0.43 1.94  0.210
H 3.37 -1.87 -0.42  0.449

---

Record 10
Molecular formula: C7H8
Method: DFT, the ωB97M-V functional and the def2-TZVPD basis

Output
Relative energy (zero: lowest compared OMol25 entry of this formula, charge and spin) in eV: 7.802
Multiplicity: 1
DFT total energy in eV: -7380.9449
Maximum force in Eh/bohr: 0.01168
E_LUMO (alpha / beta) in Ha: -0.0103 / -0.0103

Last column: Mulliken charge in e.
Positions of all 15 atoms, in Å:
C -0.05 -1.49 -0.44  -1.335
C -0.30 -0.05 -0.08  0.897
C 0.20 1.07 -0.98  -0.619
C 1.25 0.87 0.01  -0.257
C 2.59 0.68 0.09  -0.351
C -1.48 0.20 0.71  -0.944
C -2.48 0.37 1.36  0.110
H -0.92 -1.88 -0.99  0.368
H 0.84 -1.58 -1.07  0.387
H 0.09 -2.11 0.45  0.312
H 0.68 0.63 1.01  0.257
H 0.45 0.77 -1.99  0.250
H -0.40 1.98 -0.94  0.305
H 2.86 0.01 0.91  0.172
H -3.36 0.53 1.94  0.448